[1]
{
  "formula": "C50H35INO14",
  "method": "ωB97M-V/def2-TZVPD",
  "symbols": ["C", "C", "C", "I", "C", "C", "C", "C", "C", "N", "H", "H", "H", "H", "H", "H", "H", "C", "C", "C", "O", "C", "C", "C", "O", "H", "H", "H", "H", "C", "C", "C", "O", "C", "C", "C", "O", "H", "H", "H", "H", "C", "C", "C", "O", "C", "C", "C", "O", "H", "H", "H", "H", "C", "C", "C", "O", "C", "C", "C", "O", "H", "H", "H", "H", "C", "C", "C", "O", "C", "C", "C", "O", "H", "H", "H", "H", "C", "C", "C", "O", "C", "C", "C", "O", "H", "H", "H", "H", "C", "C", "C", "O", "C", "C", "C", "O", "H", "H", "H", "H"],
  "coordinates": [[-3.820, 0.389, 1.852], [-2.783, -0.066, 1.101], [-1.641, 0.696, 0.666], [-0.633, -0.430, -0.949], [-1.938, 2.056, 0.166], [-2.489, 2.326, -1.099], [-2.767, 3.617, -1.473], [-2.520, 4.654, -0.577], [-1.987, 4.311, 0.650], [-1.690, 3.064, 1.015], [-4.602, -0.294, 2.164], [-3.876, 1.415, 2.205], [-2.820, -1.118, 0.825], [-2.694, 1.504, -1.776], [-3.184, 3.824, -2.454], [-2.739, 5.687, -0.816], [-1.775, 5.063, 1.403], [-4.153, -3.641, 6.501], [-4.401, -3.729, 5.198], [-3.871, -2.721, 4.236], [-4.108, -2.817, 3.054], [-3.049, -1.610, 4.790], [-2.805, -1.531, 6.097], [-3.334, -2.530, 7.048], [-3.114, -2.449, 8.243], [-4.528, -4.360, 7.220], [-4.994, -4.527, 4.769], [-2.680, -0.876, 4.079], [-2.210, -0.732, 6.516], [1.706, 2.520, -4.047], [0.453, 2.183, -3.747], [-0.660, 2.468, -4.694], [-1.807, 2.172, -4.446], [-0.315, 3.140, -5.978], [0.939, 3.475, -6.263], [2.046, 3.186, -5.322], [3.191, 3.486, -5.608], [2.533, 2.319, -3.376], [0.200, 1.689, -2.816], [-1.136, 3.330, -6.657], [1.212, 3.959, -7.190], [0.531, 2.560, 7.210], [0.958, 3.185, 8.305], [0.326, 2.940, 9.627], [0.715, 3.508, 10.624], [-0.798, 1.971, 9.681], [-1.227, 1.346, 8.589], [-0.595, 1.593, 7.266], [-0.979, 1.027, 6.267], [0.972, 2.717, 6.233], [1.776, 3.894, 8.292], [-1.237, 1.808, 10.657], [-2.042, 0.631, 8.609], [0.327, 7.626, 5.855], [-0.301, 7.779, 4.693], [-0.777, 6.603, 3.920], [-1.349, 6.725, 2.861], [-0.527, 5.252, 4.489], [0.101, 5.104, 5.652], [0.577, 6.276, 6.427], [1.149, 6.145, 7.488], [0.686, 8.463, 6.441], [-0.495, 8.750, 4.255], [-0.882, 4.415, 3.897], [0.298, 4.133, 6.089], [0.441, -6.421, -3.389], [0.454, -5.486, -4.334], [0.500, -4.038, -3.987], [0.518, -3.198, -4.858], [0.528, -3.681, -2.546], [0.516, -4.621, -1.603], [0.475, -6.058, -1.949], [0.469, -6.925, -1.096], [0.408, -7.479, -3.614], [0.433, -5.722, -5.390], [0.549, -2.628, -2.294], [0.529, -4.376, -0.548], [4.639, -11.001, -0.568], [5.265, -10.035, 0.096], [4.610, -8.723, 0.349], [5.188, -7.847, 0.953], [3.230, -8.536, -0.167], [2.604, -9.505, -0.830], [3.257, -10.812, -1.083], [2.692, -11.699, -1.688], [5.093, -11.964, -0.767], [6.270, -10.146, 0.482], [2.764, -7.578, 0.026], [1.598, -9.380, -1.209], [3.736, 2.988, -10.703], [2.768, 3.070, -9.794], [1.338, 2.949, -10.182], [0.456, 3.025, -9.355], [1.031, 2.729, -11.619], [2.000, 2.648, -12.525], [3.430, 2.771, -12.139], [4.310, 2.696, -12.968], [4.784, 3.072, -10.446], [2.970, 3.224, -8.740], [-0.018, 2.641, -11.873], [1.804, 2.489, -13.578]],
  "charge": -1,
  "homo_ha": -0.106,
  "energy_ev": -90664.56623,
  "multiplicity": 1
}

***

[2]
{
  "formula": "C50H37BaCl5N7O4PS2",
  "method": "ωB97M-V/def2-TZVPD",
  "symbols": ["Ba", "C", "C", "N", "N", "C", "S", "S", "C", "C", "C", "C", "C", "C", "C", "C", "C", "C", "C", "C", "C", "O", "H", "H", "H", "H", "H", "H", "H", "H", "H", "H", "H", "H", "H", "H", "Cl", "C", "C", "C", "Cl", "C", "Cl", "C", "Cl", "C", "Cl", "N", "C", "O", "C", "C", "C", "N", "C", "C", "H", "H", "H", "H", "H", "H", "O", "P", "C", "C", "C", "C", "C", "C", "C", "C", "C", "C", "C", "C", "C", "C", "C", "C", "C", "C", "H", "H", "H", "H", "H", "H", "H", "H", "H", "H", "H", "H", "H", "H", "H", "N", "C", "O", "C", "C", "N", "C", "N", "H", "H"],
  "coordinates": [[-0.215, 0.535, 0.172], [0.248, -3.642, 1.096], [1.053, -2.369, 1.058], [1.222, -1.743, -0.055], [0.950, -2.460, -1.187], [0.169, -2.143, -2.151], [-1.040, -0.946, -2.309], [0.281, -3.197, -3.602], [1.941, -3.947, -3.409], [2.966, -3.135, -4.144], [3.391, -3.506, -5.416], [4.265, -2.707, -6.139], [4.721, -1.514, -5.599], [4.304, -1.135, -4.329], [3.442, -1.942, -3.601], [1.666, -1.910, 2.337], [2.197, -2.910, 3.156], [2.636, -2.668, 4.445], [2.481, -1.389, 4.962], [2.018, -0.368, 4.155], [1.680, -0.568, 2.799], [1.321, 0.427, 2.015], [-0.774, -3.413, 0.774], [0.201, -4.074, 2.092], [0.650, -4.370, 0.386], [1.869, -4.961, -3.803], [2.109, -3.958, -2.333], [3.017, -4.428, -5.849], [4.576, -3.007, -7.132], [5.390, -0.877, -6.166], [4.633, -0.194, -3.908], [3.115, -1.633, -2.614], [2.271, -3.915, 2.758], [3.050, -3.469, 5.045], [2.720, -1.181, 5.999], [1.902, 0.620, 4.574], [1.641, 1.345, -3.312], [0.150, 2.245, -3.173], [-0.533, 2.196, -1.965], [-1.745, 2.862, -1.980], [-2.705, 2.807, -0.515], [-2.260, 3.550, -3.076], [-3.804, 4.339, -3.007], [-1.511, 3.604, -4.247], [-2.099, 4.472, -5.622], [-0.290, 2.936, -4.299], [0.646, 2.985, -5.758], [-5.754, -2.810, 4.664], [-4.997, -1.737, 4.957], [-5.040, -1.139, 6.023], [-4.078, -1.284, 3.860], [-2.707, -1.275, 4.075], [-1.885, -0.765, 3.088], [-2.342, -0.235, 1.954], [-3.656, -0.256, 1.751], [-4.557, -0.784, 2.659], [-6.357, -3.166, 5.385], [-5.619, -3.361, 3.820], [-2.294, -1.658, 4.998], [-0.809, -0.758, 3.230], [-4.005, 0.170, 0.817], [-5.616, -0.788, 2.439], [0.527, 2.560, 1.028], [1.969, 2.487, 1.423], [2.526, 4.233, 1.005], [1.666, 4.996, 0.215], [1.960, 6.318, -0.095], [3.118, 6.904, 0.393], [3.991, 6.152, 1.169], [3.699, 4.829, 1.465], [2.458, 2.610, 3.159], [1.502, 3.118, 4.033], [1.821, 3.331, 5.365], [3.104, 3.060, 5.823], [4.062, 2.569, 4.948], [3.742, 2.342, 3.617], [3.207, 1.622, 0.383], [3.939, 0.499, 0.769], [4.929, -0.009, -0.055], [5.221, 0.612, -1.262], [4.500, 1.728, -1.654], [3.492, 2.226, -0.841], [0.758, 4.538, -0.158], [1.280, 6.889, -0.715], [3.341, 7.941, 0.173], [4.900, 6.603, 1.550], [4.397, 4.261, 2.067], [0.503, 3.311, 3.659], [1.070, 3.707, 6.048], [3.355, 3.222, 6.864], [5.064, 2.359, 5.303], [4.485, 1.933, 2.944], [3.733, 0.012, 1.711], [5.476, -0.892, 0.251], [5.997, 0.209, -1.901], [4.716, 2.217, -2.595], [2.925, 3.087, -1.163], [-4.095, -2.368, -1.529], [-4.001, -2.831, -0.250], [-2.950, -2.743, 0.389], [-5.211, -3.431, 0.296], [-6.412, -3.481, -0.435], [-7.401, -3.523, -1.041], [-5.215, -3.969, 1.588], [-5.252, -4.417, 2.660], [-4.980, -2.334, -2.001], [-3.283, -1.922, -1.932]],
  "charge": -2,
  "homo_ha": -0.113,
  "energy_ev": -165342.76155,
  "multiplicity": 1
}

***

> Number 1 is which compound?

C50H35INO14